1.
Computed, not measured: 3 unconnected molecules or ions with the total composition C42H74BF4N4O13P2 in a non-equilibrium geometry, with the ωB97M-V functional and the def2-TZVPD basis.

```
140
Properties=species:S:1:pos:R:3
C 2.8555 7.1998 -1.8251
C 2.7172 5.9301 -2.8599
C 1.4585 4.9002 -2.4724
N 0.3737 5.7140 -1.8024
B -0.4982 4.8901 -0.8731
C 0.2697 5.1450 0.5938
F -0.6736 5.1118 1.7447
F 0.8312 6.5420 0.5415
C 1.4425 4.0383 0.9116
F 1.4837 3.8444 2.3990
F 2.8080 4.5199 0.5241
O -1.8294 5.5705 -1.0501
C -3.0032 4.6649 -1.2673
C -3.8801 4.9522 0.0891
N -4.4336 6.3547 0.2106
C -3.9659 5.1323 -2.5121
C -5.4378 4.3401 -2.4773
C -6.1069 4.2758 -3.9588
N -7.2682 3.3623 -4.1630
C -7.7848 2.6728 -2.9354
C -8.7076 3.6519 -1.9409
C -10.0719 4.3905 -2.4978
C -10.9821 5.3187 -1.4564
C -10.5662 5.5759 0.1174
C -9.2132 4.8445 0.6876
C -8.3310 3.8997 -0.3429
O -7.1334 3.2087 0.1933
C -2.2897 3.1542 -1.3395
C -2.9111 1.9562 -0.4087
C -2.5183 2.0337 1.1813
C -2.4377 0.5073 1.7815
C -3.8499 -0.0812 2.3710
C -5.1631 0.1830 1.4255
N -5.1668 -0.6441 0.1304
O -2.6752 2.7022 -2.7085
C -1.5370 2.0836 -3.4057
O -0.7302 2.7579 -4.2289
C -1.3155 0.4482 -3.1724
C -2.7187 -0.4554 -3.2575
C -2.7530 -2.0762 -3.0137
C -1.2929 -2.8004 -2.6581
C 0.1117 -1.9016 -2.6005
C 0.1328 -0.2517 -2.8462
O -0.8388 3.4936 -1.2094
H 3.1127 6.7940 -0.7399
H 1.9183 7.9067 -1.7952
H 3.7766 7.8885 -2.1312
H 3.7258 5.3370 -2.9190
H 2.4996 6.3641 -3.9425
H 1.0198 4.5637 -3.5294
H 1.8114 3.9620 -1.8632
H -0.2489 6.2011 -2.4847
H 1.1941 2.9707 0.4407
H -4.6788 4.0959 0.2030
H -3.1300 4.8108 1.0061
H -5.4423 6.2987 -0.1177
H -3.9232 7.0490 -0.3782
H -3.4456 5.0379 -3.5818
H -4.2500 6.2885 -2.4237
H -6.1266 4.9965 -1.7642
H -5.2227 3.2887 -1.9741
H -5.2470 3.9273 -4.7094
H -6.3966 5.3651 -4.2804
H -7.1997 2.7468 -5.0023
H -6.9856 2.0443 -2.3296
H -8.5673 1.8556 -3.3219
H -10.3890 4.2067 -3.6328
H -11.9747 5.8462 -1.8387
H -11.1878 6.2316 0.8832
H -8.8253 4.9455 1.7910
H -7.0132 3.4899 1.1544
H -4.0971 2.0728 -0.4628
H -2.6807 0.8685 -0.7749
H -3.3716 2.6165 1.7758
H -1.5226 2.6485 1.3820
H -1.6861 0.5572 2.7066
H -1.9363 -0.2359 1.0126
H -3.7169 -1.2649 2.4321
H -4.1201 0.2698 3.4577
H -6.1567 -0.1403 2.0002
H -5.3195 1.3421 1.1894
H -5.3222 -0.0272 -0.7002
H -5.9863 -1.3040 0.1519
H -3.7547 0.0894 -3.4819
H -3.7737 -2.6635 -3.0638
H -1.3120 -3.9742 -2.4575
H 1.1128 -2.4655 -2.3437
H 1.1257 0.3868 -2.7905
O 0.9634 -3.6470 2.0791
P 2.1817 -3.0860 2.8524
O 2.7481 -2.2294 1.5564
C 2.0793 -1.0254 1.2162
C 2.4095 0.0789 2.1997
O 3.0620 -4.4806 2.6341
C 2.4217 -5.7383 2.8178
C 2.1798 -6.3818 1.4643
O 3.5431 -2.4591 3.7165
C 4.8921 -2.8734 3.5326
C 5.4911 -2.5033 2.1881
H 0.9979 -1.1926 1.1647
H 2.4166 -0.7379 0.2182
H 2.0216 -0.1562 3.1953
H 1.9732 1.0284 1.8761
H 3.4928 0.2048 2.2984
H 1.4913 -5.6292 3.3809
H 3.0875 -6.3703 3.4110
H 1.6597 -5.7065 0.7773
H 1.5899 -7.2987 1.5673
H 3.1325 -6.6333 0.9850
H 5.0082 -3.9393 3.7467
H 5.4679 -2.3536 4.3070
H 5.0634 -3.1065 1.3822
H 6.5712 -2.6794 2.1903
H 5.3121 -1.4509 1.9522
O 7.7619 -5.2984 2.1174
P 7.1827 -6.7250 1.9546
O 8.5243 -7.4594 2.5829
C 8.7069 -7.4119 3.9890
C 7.7543 -8.3552 4.6951
O 7.5922 -6.7924 0.3437
C 7.3483 -5.6576 -0.4798
C 8.6643 -4.9639 -0.7827
O 6.5355 -8.3191 1.7727
C 6.9552 -9.2677 0.7984
C 8.3669 -9.7910 0.9900
H 8.5838 -6.3864 4.3539
H 9.7366 -7.7133 4.1926
H 6.7169 -8.0347 4.5613
H 7.9680 -8.3896 5.7674
H 7.8326 -9.3687 4.2878
H 6.6351 -4.9752 -0.0106
H 6.8961 -6.0094 -1.4106
H 9.2316 -4.7472 0.1282
H 8.4965 -4.0257 -1.3220
H 9.3036 -5.6084 -1.3964
H 6.8003 -8.8853 -0.2142
H 6.2697 -10.1169 0.8999
H 9.1109 -9.0262 0.7495
H 8.5502 -10.6444 0.3300
H 8.5332 -10.1095 2.0226
```

Computed properties:
Total charge: -1
Frontier orbital gap, eV: 3.42
E, eV: -107430.907

2.
Computed, not measured: 6 unconnected molecules or ions with the total composition C42H78Br2INO17 in a non-equilibrium geometry, with the ωB97M-V functional and the def2-TZVPD basis.

```
141
Properties=species:S:1:pos:R:3
C 1.1947 -2.6346 2.2507
C 1.1982 -2.1633 0.7020
O 1.7232 -0.8043 0.6080
C 1.7669 -0.4094 -0.8007
C 1.0319 1.0398 -0.9522
O 0.0854 0.8976 -2.0461
C -1.2764 0.9057 -1.5721
N -1.5909 -0.3085 -0.7546
C -2.4904 -0.1278 0.4068
O -2.1730 0.3093 1.5296
C -3.8677 -0.6846 -0.1716
C -5.3293 -0.5550 0.3147
C -5.6040 0.2807 1.6534
C -5.8126 -0.8263 2.8319
O -4.6212 -1.5992 3.0861
C -4.9084 -2.9949 3.3288
C -4.5567 -3.9517 2.0798
C -6.4252 -1.2528 -0.5418
C -7.9572 -1.0992 -0.0972
C -8.4777 0.4290 -0.3096
O -8.2753 0.9370 -1.4288
I -9.5217 1.5523 1.2550
C -6.1177 -2.1077 -1.8300
O -7.2063 -2.7289 -2.5155
C -4.6263 -2.2519 -2.3078
C -4.2521 -3.1235 -3.6162
Br -3.1598 -2.0985 -4.9340
C -3.6664 -4.5884 -3.2658
C -2.2447 -4.9226 -3.9258
Br -3.5288 -4.9697 -1.3103
C -3.5754 -1.5081 -1.4583
C -2.0004 -1.4045 -1.6745
O -1.1987 -2.0521 -2.3745
H 2.2562 -2.6266 2.6741
H 0.7364 -3.6823 2.3193
H 0.5323 -1.8912 2.8254
H 1.8511 -2.8595 0.0648
H 0.1076 -2.1905 0.3541
H 2.8387 -0.3131 -1.1966
H 1.2283 -1.2283 -1.3992
H 1.8151 1.8550 -1.1817
H 0.5001 1.2675 0.0451
H -1.4046 1.8146 -0.8931
H -1.9440 0.9292 -2.5088
H -4.6747 0.8729 1.9576
H -6.5267 0.9503 1.5842
H -6.2536 -0.3616 3.7884
H -6.6105 -1.5521 2.4346
H -5.9805 -3.2180 3.6504
H -4.2175 -3.3251 4.1946
H -3.9647 -3.3527 1.2922
H -5.4940 -4.3741 1.5496
H -3.8843 -4.8387 2.3941
H -8.6658 -1.7519 -0.7334
H -8.1159 -1.4209 0.9920
H -7.7253 -3.2589 -1.8683
H -5.2667 -3.3067 -4.1374
H -4.4062 -5.3721 -3.6820
H -2.3465 -5.2277 -5.0346
H -1.4471 -4.1228 -3.7835
H -1.8523 -5.8702 -3.3892
C 5.8075 2.3814 0.3642
O 5.6205 1.3950 -0.6402
C 6.1436 1.8016 -1.9045
C 7.4686 1.1094 -2.1993
O 8.5003 1.5760 -1.3300
C 8.7989 0.6429 -0.3005
H 5.5365 1.9432 1.3263
H 6.8471 2.7133 0.4139
H 5.1527 3.2376 0.1732
H 6.2496 2.8903 -1.9542
H 5.4134 1.4982 -2.6620
H 7.7771 1.3616 -3.2192
H 7.3655 0.0214 -2.1377
H 9.3083 -0.2285 -0.7241
H 7.8969 0.3233 0.2276
H 9.4678 1.1255 0.4143
C 4.8964 0.9922 -6.0295
O 3.9166 0.6440 -5.0622
C 2.6068 1.0634 -5.4436
C 1.7789 -0.1111 -5.9488
O 2.2709 -0.5912 -7.2000
C 3.0069 -1.7980 -7.0618
H 5.8337 0.5039 -5.7559
H 4.6105 0.6596 -7.0298
H 5.0535 2.0756 -6.0287
H 2.6519 1.8628 -6.1905
H 2.1294 1.4671 -4.5451
H 0.7541 0.2320 -6.1229
H 1.7438 -0.9146 -5.2062
H 2.3293 -2.6211 -6.8137
H 3.7810 -1.7125 -6.2948
H 3.4869 -2.0160 -8.0175
C 13.8888 2.9152 -1.7783
O 12.9062 3.9088 -1.5261
C 11.6768 3.3500 -1.0631
C 11.5160 3.5449 0.4396
O 12.4521 2.7499 1.1672
C 13.5331 3.5192 1.6740
H 14.8395 3.4169 -1.9677
H 14.0132 2.2461 -0.9239
H 13.6156 2.3369 -2.6666
H 11.6000 2.2916 -1.3323
H 10.8722 3.8873 -1.5742
H 10.5177 3.2046 0.7327
H 11.6047 4.6021 0.7099
H 13.1829 4.1633 2.4869
H 13.9954 4.1282 0.8929
H 14.2838 2.8331 2.0700
C -7.8235 4.3282 -0.6733
O -6.9071 4.3887 0.4121
C -5.6361 4.9053 0.0201
C -5.4673 6.3512 0.4709
O -6.3354 7.2224 -0.2524
C -7.4595 7.6237 0.5175
H -8.8092 4.0832 -0.2736
H -7.8897 5.2835 -1.1990
H -7.5239 3.5400 -1.3705
H -5.4906 4.8117 -1.0609
H -4.8777 4.2921 0.5176
H -4.4436 6.6706 0.2499
H -5.6247 6.4469 1.5500
H -7.1429 8.3109 1.3086
H -7.9739 6.7654 0.9574
H -8.1554 8.1458 -0.1415
C -4.7446 -2.4764 8.9500
O -4.5055 -3.7687 9.4891
C -5.1600 -4.7954 8.7457
C -4.1736 -5.5474 7.8604
O -3.6988 -4.7208 6.7987
C -2.3794 -4.2477 7.0332
H -4.0905 -1.7680 9.4612
H -4.5275 -2.4400 7.8801
H -5.7842 -2.1838 9.1287
H -5.9855 -4.3865 8.1539
H -5.5810 -5.4950 9.4746
H -4.6924 -6.3920 7.3955
H -3.3418 -5.9461 8.4498
H -1.6664 -5.0733 6.9433
H -2.2866 -3.7849 8.0189
H -2.1454 -3.4991 6.2741
```

Computed properties:
SMILES: CCOCCOCN1C(=O)c2c(CCOCC)c(CC(=O)I)c(O)c([C@@H](Br)[C@@H](C)Br)c2C1=O.COCCOC.COCCOC.COCCOC.COCCOC.COCCOC
Frontier orbital gap, eV: 7.90
E, eV: -229287.229

3.
Computed, not measured: 11 unconnected molecules or ions with the total composition C42H78F2O15 in a non-equilibrium geometry, with the ωB97M-V functional and the def2-TZVPD basis.

```
137
Properties=species:S:1:pos:R:3
O -1.5513 -1.8364 -4.7900
C -1.3541 -2.3837 -3.7690
O -1.3931 -1.7627 -2.5574
C -1.2251 -2.6454 -1.4587
C -1.1513 -3.9905 -2.1762
F -2.2553 -4.8049 -1.8992
O -1.2068 -3.7047 -3.5691
H -0.3154 -2.4418 -0.9176
H -2.1229 -2.6855 -0.8713
H -0.2600 -4.5287 -1.9298
O 3.1175 1.1888 3.8268
C 2.9981 2.3316 3.6147
O 2.7187 2.8580 2.4345
C 2.4132 4.2826 2.5855
C 2.4904 4.5160 4.1365
F 1.1905 4.7140 4.6457
O 3.0393 3.3069 4.6050
H 3.1697 4.7616 1.9735
H 1.4018 4.3982 2.2189
H 3.0570 5.3690 4.5499
C -2.2864 6.1490 0.3095
C -2.3647 4.6221 0.2639
C -1.5341 4.3429 1.5196
O -0.4141 5.1943 1.3809
C -0.8369 6.4057 0.8082
H -2.9605 6.6282 1.0195
H -2.4869 6.6539 -0.6670
H -1.8474 4.3413 -0.6631
H -3.3755 4.3274 0.2515
H -1.1520 3.3286 1.6887
H -2.1197 4.5229 2.4209
H -0.1741 6.6403 -0.0252
H -0.6417 7.2343 1.5266
C 3.7091 -3.5487 -0.8432
C 2.9595 -3.3740 0.4431
C 3.7406 -2.1950 1.0221
O 5.1427 -2.4584 0.6461
C 5.1497 -3.1737 -0.5805
H 3.3842 -2.8344 -1.5885
H 3.5753 -4.5344 -1.2745
H 3.0786 -4.1907 1.1156
H 1.9442 -3.0375 0.2620
H 3.8714 -2.0768 2.1089
H 3.3825 -1.2089 0.6619
H 5.7557 -4.0639 -0.5037
H 5.5842 -2.5075 -1.3612
C -6.1390 0.4538 -0.0917
C -6.0471 -0.8505 -0.8127
C -4.6965 -1.3795 -0.4113
O -4.6625 -1.1616 1.0027
C -5.4414 0.0996 1.2707
H -7.1135 0.7805 0.0382
H -5.5852 1.3250 -0.4777
H -6.1826 -0.6743 -1.9054
H -6.8597 -1.5057 -0.4982
H -3.8971 -0.7987 -0.9394
H -4.6298 -2.4609 -0.7947
H -4.7431 0.8465 1.6792
H -6.2515 -0.1572 2.0311
C 2.0882 -0.2534 -4.6906
C 1.9346 -1.6225 -5.4210
C 1.8594 -2.6554 -4.3090
O 1.3423 -1.9454 -3.1909
C 1.6631 -0.6062 -3.2368
H 1.5603 0.6188 -5.0597
H 3.1225 -0.0519 -4.7055
H 2.7351 -1.8049 -6.1463
H 0.9916 -1.6486 -5.9965
H 2.8175 -3.1896 -4.1349
H 1.0519 -3.3683 -4.5429
H 2.5087 -0.3955 -2.5256
H 0.7149 -0.1288 -2.9845
C -4.1667 -0.3862 -5.8920
C -4.2241 0.8095 -6.9752
C -4.2874 2.0369 -6.0900
O -4.4094 1.6610 -4.7282
C -3.8358 0.3344 -4.6316
H -3.3673 -1.1898 -5.9912
H -5.0792 -0.9394 -5.7713
H -5.1534 0.6515 -7.5034
H -3.4304 0.7601 -7.7008
H -5.1881 2.5765 -6.3392
H -3.3941 2.6429 -6.2785
H -4.2610 -0.2455 -3.7731
H -2.7652 0.4340 -4.5010
C 0.4022 -0.7098 5.5411
C 1.1738 0.0403 6.5825
C -0.0079 0.5489 7.4849
O -1.1457 0.7182 6.6599
C -0.7242 0.3206 5.3148
H -0.0202 -1.7422 5.7403
H 1.0543 -0.9482 4.7498
H 1.7003 0.8765 6.0917
H 1.9143 -0.5336 7.2264
H 0.2559 1.4815 7.9922
H -0.2558 -0.1663 8.2673
H -0.3578 1.1796 4.7969
H -1.5016 -0.1779 4.6923
C -0.8410 -0.0717 0.9717
C 0.6468 -0.1590 0.9548
C 1.0737 0.8989 -0.0879
O 0.0580 0.9111 -1.0468
C -1.1448 0.7554 -0.2689
H -1.2091 0.2959 1.9203
H -1.3313 -1.0819 0.9301
H 0.9252 -1.1614 0.5966
H 1.1119 0.0121 1.9202
H 2.0231 0.8072 -0.6553
H 1.0952 1.8204 0.4065
H -1.8490 0.3565 -1.0136
H -1.4213 1.7344 0.0743
C -2.3550 -3.8993 2.9437
C -0.9184 -3.6663 3.4219
C -0.0624 -4.2341 2.3144
O -0.7768 -3.9631 1.0672
C -2.1498 -4.1548 1.4297
H -3.0206 -3.0868 3.2194
H -2.7653 -4.8560 3.3596
H -0.6335 -4.1272 4.3948
H -0.7532 -2.5770 3.5482
H -0.0507 -5.3196 2.3745
H 0.9336 -3.7815 2.1403
H -2.3541 -5.1998 1.1840
H -2.7577 -3.4930 0.8397
C 5.1915 1.1748 -1.1600
C 5.3235 2.6883 -0.6951
C 6.1756 2.4236 0.5645
O 7.1036 1.4579 0.1809
C 6.4188 0.4697 -0.5629
H 5.1780 1.0888 -2.2491
H 4.3066 0.6285 -0.7923
H 4.4011 3.1736 -0.4936
H 5.9681 3.2386 -1.4275
H 5.5759 2.0778 1.4247
H 6.7702 3.3298 0.8124
H 6.1211 -0.3041 0.0720
H 7.0816 0.1651 -1.3191
```

Computed properties:
SMILES: O=C1OC[C@@H](F)O1.O=C1OC[C@@H](F)O1.C1CCOC1.C1CCOC1.C1CCOC1.C1CCOC1.C1CCOC1.C1CCOC1.C1CCOC1.C1CCOC1.C1CCOC1
Frontier orbital gap, eV: 9.92
E, eV: -80960.637